No. 1
{
  "formula": "C5H5NOS",
  "method": "ωB97M-V/def2-TZVPD",
  "smiles": "O=C1C=CCC(=S)N1",
  "de_lowest_kcal_mol": 0.0,
  "orbital_gap_ev": 8.776,
  "lumo_energy_ev": -0.16,
  "species": ["O", "C", "C", "C", "C", "C", "S", "N", "H", "H", "H", "H", "H"],
  "positions_angstrom": [[-1.26933, 0.64473, 2.39361], [-0.69960, 0.41619, 1.36024], [0.21277, 1.35368, 0.68349], [0.81141, 1.02575, -0.45328], [0.61472, -0.28748, -1.14237], [-0.32624, -1.25987, -0.45318], [-0.64402, -2.73984, -1.06858], [-0.87516, -0.82654, 0.71554], [0.36588, 2.30976, 1.15542], [1.48946, 1.72895, -0.95620], [1.58448, -0.76948, -1.27971], [0.25304, -0.14352, -2.15159], [-1.51742, -1.45233, 1.19661]],
  "forces_ev_per_angstrom": [[-0.1870, -0.0050, 0.2334], [0.3107, -0.1928, -0.5079], [0.0452, -0.0345, -0.1047], [0.2149, 0.1346, -0.4623], [-0.0450, -0.0636, 0.5383], [0.2464, 0.1387, 0.0077], [-0.0278, 0.0730, 0.0364], [-0.1938, 0.1095, 0.2282], [-0.0429, 0.0624, 0.1397], [-0.3067, -0.2569, 0.2995], [-0.0063, -0.1436, 0.0841], [-0.1798, 0.1249, -0.3171], [0.1721, 0.0532, -0.1752]],
  "lowdin_charge": [0.106, -0.439, -0.002, -0.057, -0.182, -0.814, 0.676, 0.089, 0.116, 0.121, 0.124, 0.118, 0.145]
}

***

No. 2
{
  "formula": "C5H5O2",
  "method": "ωB97M-V/def2-TZVPD",
  "de_lowest_kcal_mol": 26.8,
  "orbital_gap_ev": 9.246,
  "lumo_energy_ev": -6.57,
  "total_charge": 1,
  "species": ["C", "C", "C", "C", "C", "O", "O", "H", "H", "H", "H", "H"],
  "positions_angstrom": [[-0.52893, -0.91822, -0.36424], [-1.22867, 0.20106, -0.15913], [0.74543, -1.21899, -0.02700], [-2.21631, 0.87593, 0.21689], [2.10674, 0.73827, -0.07500], [1.27550, 1.51261, -0.44353], [1.85569, -0.57198, 0.19146], [-1.16343, -1.65546, -0.73097], [-2.62073, 1.72937, -0.26623], [0.93568, -2.22944, 0.24461], [-2.39236, 0.59007, 1.27444], [3.23140, 0.94678, 0.13869]],
  "forces_ev_per_angstrom": [[-0.0025, 1.5831, -0.6777], [0.8519, -0.4432, -0.2805], [1.2810, -0.4422, 0.8693], [-0.1756, 0.7593, 1.4136], [1.0539, 2.9804, -0.3441], [0.8143, -0.9865, 0.4170], [-0.2598, -1.0981, 0.3616], [-0.5847, -1.9524, -0.3179], [-0.5971, 0.5768, -0.2147], [0.0894, -1.0533, -0.3589], [-0.5531, 0.4423, -0.4359], [-1.9178, -0.3661, -0.4319]],
  "lowdin_charge": [-0.012, 0.033, 0.021, 0.143, -0.222, 0.160, 0.120, 0.132, 0.109, 0.162, 0.151, 0.203]
}

***

No. 3
{
  "formula": "C5H5O2",
  "method": "ωB97M-V/def2-TZVPD",
  "de_lowest_kcal_mol": 37.5,
  "orbital_gap_ev": 9.622,
  "lumo_energy_ev": -5.65,
  "total_charge": 1,
  "species": ["C", "C", "C", "C", "C", "O", "O", "H", "H", "H", "H", "H"],
  "positions_angstrom": [[1.43755, -0.42353, -0.40484], [1.13928, 0.91709, -0.68400], [-2.11044, -0.22061, -0.28967], [0.19409, -0.77007, 0.39854], [0.56990, 0.74980, 0.58751], [-1.04115, -1.06791, -0.18892], [-1.96986, 0.91927, 0.10257], [2.26918, -0.95177, -0.34212], [1.48150, 1.61035, -1.45959], [-3.07721, -0.56719, -0.65167], [0.31345, -1.39872, 1.37279], [0.79372, 1.20329, 1.55940]],
  "forces_ev_per_angstrom": [[-5.2718, 2.2037, 0.1165], [-0.0157, -1.0478, 0.0697], [1.6739, 3.0790, 1.8992], [0.0170, 1.0663, 2.5621], [0.0683, -1.1907, -0.7366], [0.0071, -1.4713, -1.1682], [-0.4656, -0.9775, -0.5746], [4.0004, -2.1572, -0.2466], [0.0171, 0.1416, 0.8983], [0.4527, -0.9257, -0.2791], [-0.1327, 0.9641, -2.0037], [-0.3508, 0.3154, -0.5367]],
  "lowdin_charge": [0.140, 0.166, -0.204, -0.170, 0.134, 0.025, 0.090, 0.107, 0.163, 0.170, 0.207, 0.171]
}

***

No. 4
{
  "formula": "C5H5O2",
  "method": "ωB97M-V/def2-TZVPD",
  "orbital_gap_ev": [6.647, 6.274],
  "lumo_energy_ev": [-5.98, -9.45],
  "s2": 2.046,
  "total_charge": 1,
  "spin_multiplicity": 3,
  "species": ["C", "C", "C", "C", "C", "O", "O", "H", "H", "H", "H", "H"],
  "positions_angstrom": [[-1.20298, 0.73407, -0.14203], [0.04981, 1.15021, 0.26054], [-1.46678, -0.68937, -0.27047], [1.07426, 0.16540, 0.59753], [0.57461, -1.29345, 0.53015], [0.80922, -0.77578, 1.71584], [-0.67774, -1.64347, -0.03046], [-2.03430, 1.30767, -0.44524], [0.43805, 2.14708, 0.29222], [-2.34618, -1.07210, -0.79240], [2.12692, 0.44163, 0.42392], [1.95416, -2.39245, -0.05792]],
  "forces_ev_per_angstrom": [[0.0360, -3.5668, 0.1028], [2.0551, -0.2003, 1.0674], [-3.1187, 4.3646, -1.8814], [-0.3665, 0.3118, -2.4158], [2.4013, 1.0583, -1.5641], [-1.6242, -1.7542, 0.5419], [4.5417, -3.4585, 2.9580], [-0.5223, 1.0508, -0.1245], [-0.4652, 0.6120, -0.2667], [-0.0145, 0.4688, 0.3331], [-0.5746, -0.4976, 0.4555], [-2.3481, 1.6111, 0.7938]],
  "mulliken_spin": [0.209, 0.442, 0.452, 0.072, 0.006, 0.195, 0.143, 0.014, 0.030, 0.015, 0.005, 0.416]
}

***

No. 5
{
  "formula": "C5H5O4Yb",
  "method": "ωB97M-V/def2-TZVPD",
  "de_lowest_kcal_mol": 6.5,
  "orbital_gap_ev": [3.944, 3.621],
  "lumo_energy_ev": [-2.25, -2.56],
  "s2": 0.755,
  "spin_multiplicity": 2,
  "species": ["O", "C", "C", "O", "C", "O", "O", "Yb", "H", "H", "H", "C", "C", "H", "H"],
  "positions_angstrom": [[1.40869, -0.83543, -1.80548], [0.21376, -1.28616, -1.31690], [-0.25730, -0.54549, -0.07639], [0.65423, 0.21376, 0.44442], [0.86714, 2.10654, 0.84732], [0.06068, 2.93907, 0.49632], [1.56669, 2.28421, 1.97807], [2.73201, 0.80737, -1.18352], [0.25001, -2.35437, -1.00604], [-0.60503, -1.22272, -2.06033], [1.29039, 1.63395, 2.64084], [-1.52362, -0.68598, 0.55444], [-2.61190, -1.36317, 0.03614], [-1.61673, -0.11325, 1.48794], [-2.42903, -1.57833, -1.03679]],
  "forces_ev_per_angstrom": [[1.7661, 1.4124, -0.1587], [-0.9239, -0.6233, 0.2974], [-0.4551, 0.6718, 0.6018], [1.1038, -0.3422, 0.0270], [-1.0487, 3.5010, -1.8661], [0.8126, -2.0155, -0.0066], [0.4293, -1.0248, 1.1388], [-2.7853, -1.6331, 0.6280], [0.0910, 0.3389, -0.2639], [0.2463, -0.0349, 0.1614], [0.1379, -0.1434, 0.0147], [0.5127, 0.3833, -0.6272], [-0.2773, 0.2676, -0.0917], [0.1581, -0.3955, -0.0380], [0.2324, -0.3625, 0.1831]],
  "mulliken_spin": [-0.010, -0.005, 0.028, 0.009, 0.550, 0.192, 0.072, 0.114, -0.001, 0.000, 0.019, 0.011, 0.016, 0.003, 0.003]
}

***

No. 6
{
  "formula": "C5H5PS",
  "method": "ωB97M-V/def2-TZVPD",
  "de_lowest_kcal_mol": 132.9,
  "orbital_gap_ev": [6.423, 6.121],
  "lumo_energy_ev": [-1.25, -1.52],
  "species": ["C", "C", "C", "C", "C", "P", "S", "H", "H", "H", "H", "H"],
  "positions_angstrom": [[-0.75104, 0.78472, -0.95885], [-1.19896, 0.21583, -2.12924], [0.39575, -1.94105, -1.86438], [0.01531, 0.34532, 0.04031], [1.15246, 0.03993, 2.47240], [1.36874, -0.25127, 0.81580], [-0.79902, -1.33618, -2.78047], [-1.14960, 1.78441, -0.77942], [-1.86123, 0.74973, -2.78498], [0.64612, -2.96133, -2.14010], [1.95743, -0.21950, 3.13738], [0.42028, 0.74346, 2.83272]],
  "forces_ev_per_angstrom": [[-0.8978, 0.3253, -0.4252], [0.0516, -0.2873, -0.1738], [-0.1188, 0.7591, 0.3068], [0.6061, -0.9194, -0.2653], [0.0099, 0.3961, -0.6109], [0.3679, -0.0527, 0.8461], [0.2609, -0.2055, 0.3690], [0.1617, 0.2280, -0.0986], [-0.1814, 0.2751, -0.0113], [-0.1551, -0.2254, -0.2825], [0.1509, -0.1288, 0.1006], [-0.2559, -0.1645, 0.2452]],
  "lowdin_charge": [-0.293, -0.455, -0.383, -0.297, -0.341, 0.847, 0.862, 0.120, 0.043, -0.059, -0.028, -0.014]
}

***

No. 7
{
  "formula": "C5H6",
  "method": "ωB97M-V/def2-TZVPD",
  "smiles": "C1=CCC=C1",
  "de_lowest_kcal_mol": 16.7,
  "orbital_gap_ev": 9.623,
  "lumo_energy_ev": 1.21,
  "species": ["C", "C", "C", "C", "C", "H", "H", "H", "H", "H", "H"],
  "positions_angstrom": [[-1.15676, 0.57909, -0.00845], [-0.87865, -0.70444, -0.03949], [0.55357, -0.91268, -0.06724], [1.18178, 0.41092, -0.01420], [0.08513, 1.28831, -0.10200], [-2.23727, 0.85821, 0.02268], [-1.59220, -1.49557, 0.04458], [0.91445, -1.42478, 0.85145], [0.85833, -1.72582, -0.78524], [2.16630, 0.80554, 0.07306], [0.10532, 2.32122, 0.02486]],
  "forces_ev_per_angstrom": [[-1.9927, 0.2607, -0.6408], [-0.4573, -1.4879, 0.3607], [2.2099, -2.8602, 0.7094], [-3.5787, 2.8476, -1.4928], [2.0660, -1.3910, 1.2269], [1.3347, 0.6085, -0.0167], [-0.2263, -0.4130, -0.1366], [-0.5079, 0.0526, 0.0961], [0.0062, 1.1958, 0.0374], [0.7094, -0.5050, -0.0704], [0.4367, 1.6919, -0.0731]],
  "lowdin_charge": [-0.118, -0.144, -0.250, -0.059, -0.086, 0.120, 0.100, 0.139, 0.142, 0.086, 0.070]
}

***

No. 8
{
  "formula": "C5H6",
  "method": "ωB97M-V/def2-TZVPD",
  "de_lowest_kcal_mol": 153.8,
  "orbital_gap_ev": [7.319, 7.316],
  "lumo_energy_ev": [-1.40, -1.40],
  "species": ["C", "C", "C", "C", "C", "H", "H", "H", "H", "H", "H"],
  "positions_angstrom": [[2.93783, -0.39099, 0.10921], [1.81510, -0.02067, -0.13457], [-1.30449, 1.59053, -0.17161], [-0.85205, 0.40238, 0.07116], [-0.95790, -1.03851, 0.08996], [4.00838, -0.61184, 0.30621], [-2.21502, 1.98302, 0.24379], [-0.69177, 2.36346, -0.63453], [-0.35028, -1.42732, -0.73775], [-1.94884, -1.34076, -0.06834], [-0.44098, -1.50931, 0.92648]],
  "forces_ev_per_angstrom": [[2.2524, -0.3350, 0.4103], [-2.6447, 0.8508, -0.0033], [1.1495, 0.2497, 0.2962], [1.7529, -0.1808, -0.9973], [1.9358, -0.1674, 0.2019], [-1.5589, 0.1806, -0.3122], [-0.6934, -0.4087, -0.0219], [0.2089, -0.3126, 0.1925], [-0.3709, 0.3445, -0.1213], [-1.6628, -0.4740, 0.0327], [-0.3689, 0.2531, 0.3225]],
  "lowdin_charge": [-0.182, -0.152, 0.049, -0.027, -0.118, -0.006, 0.085, 0.094, 0.092, 0.072, 0.093]
}

***

No. 9
{
  "formula": "C5H6AgLiO4",
  "method": "ωB97M-V/def2-TZVPD",
  "de_lowest_kcal_mol": 37.0,
  "orbital_gap_ev": [3.700, 8.389],
  "lumo_energy_ev": [-5.25, -5.27],
  "s2": 0.759,
  "total_charge": 1,
  "spin_multiplicity": 2,
  "species": ["O", "C", "O", "O", "C", "C", "Ag", "H", "H", "H", "H", "Li", "C", "C", "O", "H", "H"],
  "positions_angstrom": [[-2.28206, 0.85640, -1.28818], [-1.69201, 0.37783, -0.29173], [-2.01836, 0.49296, 0.91368], [-0.82119, -0.68217, -0.51541], [0.48207, -0.31289, -0.94362], [1.25830, -1.58979, -1.28632], [-0.98644, -1.27842, 2.04773], [0.93155, 0.10187, -0.03667], [0.32861, 0.23582, -1.87670], [0.62210, -2.30409, -1.80455], [1.62236, -2.06176, -0.37690], [-2.28800, -1.20272, -2.16931], [2.73747, -1.37647, -2.40548], [3.46860, -2.51586, -2.78340], [4.09416, -3.44594, -3.05518], [2.32337, -0.85775, -3.26749], [3.35395, -0.64048, -1.89484]],
  "forces_ev_per_angstrom": [[1.3256, -1.0930, 0.2274], [-3.3921, 0.4391, 0.4047], [1.0050, -0.0942, 0.1769], [-0.4242, -1.6556, -0.3005], [1.2090, -1.5239, -0.6821], [0.7710, 0.2120, -0.3375], [-0.3640, 0.7243, -0.3754], [0.3359, 1.0228, -0.8316], [0.5416, 0.9190, 0.5072], [-0.0204, -0.0369, -0.2335], [0.1929, -0.1284, -0.0095], [0.1860, 1.0487, 0.4401], [-1.2720, -0.2104, 0.7875], [-0.5916, 2.2388, 0.3869], [0.4183, -1.4040, -0.1699], [-0.1510, -0.2114, -0.1916], [0.2299, -0.2468, 0.2010]],
  "mulliken_spin": [0.002, 0.006, 0.003, -0.021, -0.021, 0.324, 0.008, 0.011, 0.005, -0.014, -0.010, 0.007, 0.000, 0.452, 0.212, 0.020, 0.015]
}